# 1
DFT (ωB97M-V/def2-TZVPD) results for 2 unconnected molecules or ions with the total composition C4H14N2O in a non-equilibrium geometry.

## Properties
Kohn-Sham gap: 0.3430 Eh
LUMO energy: 0.85 eV
total charge: 0
energy above the lowest of the compared OMol25 structures with the same formula, charge and spin: 43.6 kcal per mole

Each line ends with the natural charge from an NBO analysis.
Geometry (Å):
1 C 2.42 -1.43 1.48  -0.40
2 N 1.70 -0.20 1.22  -0.64
3 C 0.26 -0.23 1.33  -0.22
4 C -0.47 0.14 0.01  -0.22
5 N -0.27 1.57 -0.27  -0.61
6 C -0.54 1.84 -1.70  -0.43
7 H 1.86 -2.23 1.00  0.19
8 H 3.42 -1.42 1.08  0.20
9 H 2.44 -1.67 2.56  0.16
10 H 2.06 0.61 1.71  0.36
11 H -0.08 0.43 2.13  0.18
12 H -0.11 -1.24 1.56  0.18
13 H -1.50 -0.18 0.21  0.15
14 H -0.13 -0.38 -0.88  0.19
15 H -1.03 2.06 0.22  0.34
16 H -0.56 2.91 -1.93  0.20
17 H -1.42 1.38 -2.14  0.16
18 H 0.35 1.44 -2.21  0.19
19 O -3.04 -1.36 -2.03  -0.93
20 H -2.13 -1.09 -2.20  0.47
21 H -3.23 -0.95 -1.16  0.47



# 2
DFT (ωB97M-V/def2-TZVPD) results for 18 unconnected molecules or ions with the total composition H36O18 in a non-equilibrium geometry.

## Properties
Kohn-Sham gap: 0.3649 Eh
LUMO energy: -0.90 eV
total charge: 0
energy above the lowest of the compared OMol25 structures with the same formula, charge and spin: 123.1 kcal per mole

Each line ends with the natural charge from an NBO analysis.
Geometry (Å):
1 O 0.30 -4.29 4.10  -0.95
2 H 0.51 -3.58 4.73  0.48
3 H -0.14 -3.95 3.32  0.47
4 O 3.63 -1.56 -0.83  -0.94
5 H 4.36 -0.96 -0.98  0.48
6 H 3.24 -0.96 -0.17  0.46
7 O -3.90 2.78 -2.92  -0.94
8 H -3.09 3.05 -2.46  0.47
9 H -3.71 2.74 -3.85  0.47
10 O -0.29 -3.14 -3.01  -0.93
11 H -0.91 -3.55 -2.39  0.46
12 H 0.05 -2.31 -2.62  0.47
13 O 0.64 0.70 2.60  -0.96
14 H 0.01 1.09 2.01  0.47
15 H 0.25 -0.11 2.95  0.49
16 O 3.25 -1.86 2.66  -0.93
17 H 2.30 -1.81 2.40  0.46
18 H 3.61 -2.17 1.81  0.47
19 O -3.82 -4.22 2.55  -0.94
20 H -3.10 -4.78 2.88  0.48
21 H -3.27 -3.71 1.94  0.48
22 O -2.00 1.05 -3.35  -0.94
23 H -1.41 0.35 -3.02  0.46
24 H -2.04 0.65 -4.24  0.49
25 O -3.33 -0.59 -1.64  -0.97
26 H -3.80 -0.05 -2.30  0.50
27 H -3.49 -0.23 -0.75  0.48
28 O -0.05 4.56 -0.92  -0.95
29 H -0.92 4.90 -0.68  0.48
30 H 0.46 4.30 -0.17  0.46
31 O 2.33 -0.29 -3.69  -0.94
32 H 2.38 -0.62 -2.78  0.47
33 H 1.95 0.60 -3.54  0.47
34 O 1.43 -0.08 5.38  -0.96
35 H 1.66 0.43 4.60  0.49
36 H 0.80 0.36 5.93  0.47
37 O -3.88 -1.42 2.89  -0.96
38 H -4.26 -2.33 2.95  0.49
39 H -4.19 -1.11 3.76  0.46
40 O 0.54 1.32 -2.41  -0.96
41 H -0.40 1.23 -2.24  0.49
42 H 0.85 1.84 -1.65  0.48
43 O 4.85 0.87 0.58  -1.05
44 H 5.73 0.74 0.27  0.52
45 H 4.39 0.90 1.42  0.53
46 O 0.85 2.11 -5.22  -0.94
47 H 0.81 3.07 -5.22  0.46
48 H 0.90 1.91 -4.27  0.47
49 O -1.13 -2.65 0.47  -0.96
50 H -1.29 -3.47 -0.03  0.48
51 H -0.86 -1.92 -0.11  0.48
52 O 1.28 5.28 1.96  -0.96
53 H 0.67 4.66 1.61  0.46
54 H 1.28 6.20 1.69  0.50



# 3
DFT (ωB97M-V/def2-TZVPD) results for a molecular structure, C54H44BrCaF5N4O2S.

## Properties
Kohn-Sham gap: 0.1856 Eh
LUMO energy: 3.84 eV
total charge: -2
energy above the lowest of the compared OMol25 structures with the same formula, charge and spin: 34.5 kcal per mole

Each line ends with the Mulliken charge.
Geometry (Å):
1 Ca -0.66 0.51 0.20  0.55
2 C 2.81 1.72 0.13  -1.73
3 N 2.25 1.22 1.38  1.20
4 C 3.14 0.28 2.06  -1.75
5 C 2.54 -1.07 2.42  0.65
6 C 2.76 -1.63 3.66  -0.60
7 C 2.34 -2.94 3.89  -0.85
8 C 1.70 -3.62 2.87  -0.77
9 C 1.49 -2.96 1.67  -0.06
10 N 1.91 -1.72 1.44  1.06
11 C 1.76 2.29 2.22  -0.54
12 C 0.82 1.76 3.26  -0.01
13 C 1.15 1.69 4.60  -0.84
14 C 0.20 1.21 5.49  -0.60
15 C -1.04 0.82 5.00  -1.26
16 C -1.26 0.90 3.63  -0.72
17 N -0.36 1.35 2.77  1.03
18 C 2.76 0.64 -0.91  0.42
19 C 3.85 0.32 -1.71  -0.87
20 C 3.70 -0.68 -2.67  -0.86
21 C 2.47 -1.31 -2.79  -0.73
22 C 1.44 -0.91 -1.95  -1.21
23 N 1.59 0.02 -1.02  2.29
24 H 3.83 2.11 0.25  0.17
25 H 2.16 2.53 -0.20  0.50
26 H 3.57 0.74 2.96  0.40
27 H 3.98 0.07 1.39  0.52
28 H 3.26 -1.07 4.44  0.43
29 H 2.51 -3.41 4.85  0.38
30 H 1.35 -4.63 3.00  0.54
31 H 0.96 -3.43 0.86  -0.34
32 H 1.18 2.96 1.58  0.18
33 H 2.58 2.87 2.69  0.36
34 H 2.12 2.02 4.94  0.45
35 H 0.42 1.13 6.55  0.39
36 H -1.81 0.43 5.65  0.49
37 H -2.20 0.57 3.20  0.76
38 H 4.79 0.83 -1.58  0.51
39 H 4.53 -0.97 -3.29  0.44
40 H 2.30 -2.12 -3.49  0.41
41 H 0.47 -1.37 -2.04  0.34
42 F -7.23 2.66 3.08  -0.34
43 C -6.34 2.25 2.15  0.64
44 C -4.98 2.42 2.35  -0.12
45 F -4.55 3.01 3.48  -0.35
46 C -4.09 2.00 1.39  -0.74
47 F -2.78 2.23 1.63  -0.29
48 C -4.47 1.39 0.19  1.05
49 S -3.33 0.92 -1.01  -0.24
50 C -5.86 1.24 0.03  -0.02
51 F -6.35 0.67 -1.08  -0.35
52 C -6.77 1.65 0.98  0.26
53 F -8.09 1.48 0.78  -0.34
54 C -0.26 7.65 -4.47  -1.54
55 C -0.29 6.35 -3.70  0.78
56 C -1.26 6.13 -2.73  -1.10
57 C -1.29 4.95 -1.99  1.21
58 C -2.36 4.73 -0.94  -1.46
59 C -0.34 3.96 -2.25  -0.24
60 C 0.64 4.16 -3.23  0.85
61 C 1.68 3.11 -3.50  -1.37
62 C 0.65 5.36 -3.93  -0.94
63 C -0.37 2.67 -1.45  1.53
64 O -0.55 1.60 -2.05  -0.65
65 O -0.21 2.77 -0.20  -0.60
66 H -1.23 8.14 -4.45  0.37
67 H 0.02 7.48 -5.51  0.37
68 H 0.48 8.34 -4.04  0.27
69 H -2.02 6.88 -2.54  0.31
70 H -3.07 5.55 -0.94  0.31
71 H -1.91 4.64 0.05  0.27
72 H -2.89 3.79 -1.12  0.13
73 H 1.23 2.12 -3.55  0.15
74 H 2.43 3.08 -2.71  0.23
75 H 2.20 3.31 -4.44  0.35
76 H 1.41 5.51 -4.70  0.35
77 C -2.06 -2.08 -4.62  -0.68
78 C -2.38 -2.04 -3.26  -0.14
79 C -1.60 -2.74 -2.36  -0.47
80 C -0.48 -3.48 -2.77  0.02
81 C -0.19 -3.52 -4.13  -0.44
82 C -0.97 -2.83 -5.04  -0.57
83 C 0.39 -4.09 -1.75  -0.01
84 C 1.61 -4.59 -1.96  -0.83
85 C 2.52 -5.06 -0.98  0.25
86 C 2.56 -6.40 -0.53  -0.48
87 C 3.54 -6.86 0.33  -0.38
88 C 4.55 -6.02 0.79  -0.62
89 C 4.54 -4.69 0.37  -0.34
90 C 3.56 -4.22 -0.48  0.26
91 H -2.66 -1.52 -5.33  0.38
92 H -3.20 -1.43 -2.90  0.43
93 H -1.84 -2.69 -1.30  0.30
94 H 0.68 -4.09 -4.44  0.42
95 H -0.72 -2.86 -6.10  0.35
96 H -0.08 -4.03 -0.75  0.14
97 H 1.79 -7.09 -0.89  0.37
98 H 3.51 -7.89 0.66  0.34
99 H 5.31 -6.38 1.47  0.34
100 H 5.30 -4.00 0.72  0.34
101 H 3.56 -3.18 -0.80  0.04
102 Br -4.01 -4.48 4.40  -0.31
103 C -3.10 -3.22 3.27  -0.43
104 C -3.72 -2.75 2.13  -0.57
105 C -3.04 -1.83 1.33  -0.95
106 C -1.75 -1.34 1.61  0.87
107 C -1.19 -1.87 2.78  -0.15
108 C -1.83 -2.79 3.62  -0.65
109 H -4.71 -3.10 1.87  0.43
110 H -3.56 -1.48 0.44  0.42
111 H -0.20 -1.55 3.11  0.37
112 H -1.34 -3.17 4.51  0.48



# 4
DFT (ωB97M-V/def2-TZVPD) results for a molecular structure, C52H47N10O2P2S3V in a non-equilibrium geometry.

## Properties
Kohn-Sham gap (spin up / spin down): 0.1986 / 0.2181 Eh
2S+1: 4
LUMO energy (spin up / spin down): 2.00 / 2.00 eV
total charge: -1
energy above the lowest of the compared OMol25 structures with the same formula, charge and spin: 0.0 kcal per mole

Each line ends with the Löwdin spin population.
Geometry (Å):
1 V 1.89 -0.86 0.26  2.76
2 S 3.57 0.08 2.00  0.01
3 P 2.62 1.73 1.29  0.01
4 C 1.72 1.24 -0.04  0.03
5 P 1.37 2.21 -1.39  0.01
6 S 2.57 1.95 -2.98  0.00
7 C -0.33 1.82 -1.90  0.00
8 C -0.76 2.07 -3.20  0.00
9 C -2.05 1.77 -3.57  0.00
10 C -2.92 1.22 -2.64  0.00
11 C -2.50 0.94 -1.34  0.00
12 C -1.20 1.27 -0.95  0.00
13 C 1.34 3.98 -1.09  0.00
14 C 0.25 4.54 -0.44  0.00
15 C 0.20 5.89 -0.21  0.00
16 C 1.20 6.73 -0.64  0.00
17 C 2.26 6.18 -1.32  0.00
18 C 2.35 4.81 -1.55  0.00
19 C 1.76 2.32 2.79  0.00
20 C 2.30 2.04 4.04  0.00
21 C 1.78 2.62 5.19  0.00
22 C 0.67 3.44 5.16  0.00
23 C 0.12 3.69 3.91  0.00
24 C 0.67 3.16 2.75  0.00
25 C 3.79 3.08 0.99  0.00
26 C 4.74 2.93 -0.02  0.00
27 C 5.74 3.88 -0.18  0.00
28 C 5.81 5.03 0.60  0.00
29 C 4.83 5.20 1.55  0.00
30 C 3.85 4.23 1.76  0.00
31 H -0.03 2.40 -3.92  0.00
32 H -2.42 2.00 -4.56  0.00
33 H -3.89 0.90 -2.99  0.00
34 H -3.23 0.58 -0.60  0.00
35 H -0.88 1.04 0.05  0.00
36 H -0.57 3.92 -0.16  0.00
37 H -0.65 6.32 0.30  0.00
38 H 1.14 7.77 -0.37  0.00
39 H 3.08 6.79 -1.69  0.00
40 H 3.15 4.36 -2.11  0.00
41 H 3.15 1.37 4.08  0.00
42 H 2.28 2.43 6.12  0.00
43 H 0.18 3.88 6.01  0.00
44 H -0.76 4.30 3.82  0.00
45 H 0.23 3.39 1.80  0.00
46 H 4.68 2.07 -0.67  0.00
47 H 6.48 3.71 -0.94  0.00
48 H 6.61 5.77 0.48  0.00
49 H 4.79 6.09 2.19  0.00
50 H 3.11 4.43 2.52  0.00
51 C -6.49 -3.39 2.99  0.00
52 C -5.14 -2.73 3.02  0.00
53 C -4.44 -2.43 4.18  0.00
54 C -3.21 -1.80 4.15  0.00
55 C -2.68 -1.48 2.94  0.00
56 C -3.34 -1.68 1.75  0.00
57 C -4.57 -2.33 1.80  0.00
58 S -1.17 -0.51 2.93  0.00
59 O -0.70 -0.45 4.29  0.00
60 O -1.58 0.76 2.37  0.00
61 N -0.09 -1.23 1.98  0.01
62 C 0.59 -2.30 2.42  0.01
63 C 0.35 -3.01 3.61  0.00
64 C 1.07 -4.16 3.83  0.01
65 C 2.00 -4.61 2.89  0.00
66 C 2.25 -3.83 1.79  0.01
67 N 1.58 -2.68 1.57  0.01
68 H -6.83 -3.64 3.98  0.00
69 H -6.47 -4.29 2.40  0.00
70 H -7.22 -2.68 2.59  0.00
71 H -4.84 -2.68 5.15  0.00
72 H -2.68 -1.54 5.07  0.00
73 H -2.91 -1.31 0.82  0.00
74 H -5.15 -2.44 0.92  0.00
75 H -0.34 -2.66 4.33  0.00
76 H 0.91 -4.73 4.74  0.00
77 H 2.51 -5.54 2.97  0.00
78 H 2.96 -4.13 1.00  0.00
79 N 4.56 -2.56 -4.45  0.00
80 C 4.55 -2.56 -3.10  0.00
81 C 3.68 -1.71 -2.42  0.02
82 N 3.59 -1.75 -1.10  0.02
83 C 4.43 -2.58 -0.45  0.02
84 C 5.25 -3.42 -1.16  0.00
85 N 5.34 -3.45 -2.48  0.01
86 H 4.14 -1.71 -4.84  0.00
87 H 5.41 -2.89 -4.86  0.00
88 H 3.00 -1.04 -2.91  0.00
89 H 4.44 -2.51 0.62  0.00
90 H 5.92 -4.11 -0.64  0.00
91 C -1.00 -3.37 -0.36  0.00
92 C -0.41 -2.59 -1.50  0.01
93 N 0.45 -1.61 -1.40  0.02
94 C 0.66 -1.10 -2.68  0.01
95 C -0.11 -1.78 -3.56  0.00
96 N -0.76 -2.73 -2.84  0.00
97 C -1.79 -3.56 -3.34  0.00
98 N -2.90 -2.84 -3.92  0.00
99 N -3.04 -2.72 -5.26  0.00
100 N -4.09 -2.10 -5.57  0.00
101 C -4.76 -1.76 -4.38  0.00
102 C -5.91 -1.02 -4.15  0.00
103 C -6.27 -0.80 -2.86  0.00
104 C -5.47 -1.29 -1.79  0.00
105 C -4.30 -1.97 -2.02  0.00
106 C -3.94 -2.19 -3.35  0.00
107 H -1.12 -2.68 0.46  0.00
108 H -0.30 -4.17 -0.06  0.00
109 H -1.95 -3.87 -0.60  0.00
110 H 1.29 -0.23 -2.82  0.00
111 H -0.20 -1.71 -4.65  0.00
112 H -2.16 -4.17 -2.53  0.00
113 H -1.40 -4.21 -4.16  0.00
114 H -6.55 -0.66 -4.95  0.00
115 H -7.20 -0.30 -2.63  0.00
116 H -5.83 -1.14 -0.79  0.00
117 H -3.73 -2.33 -1.15  0.00